{"formula": "C19H38Cl38", "method": "wB97M-V/def2-TZVPD", "symbols": ["C", "H", "Cl", "H", "H", "C", "H", "H", "H", "Cl", "H", "C", "Cl", "C", "H", "C", "C", "H", "C", "C", "H", "Cl", "Cl", "C", "C", "H", "Cl", "H", "Cl", "Cl", "Cl", "H", "H", "H", "H", "Cl", "C", "Cl", "H", "Cl", "Cl", "C", "H", "Cl", "H", "H", "Cl", "H", "Cl", "Cl", "Cl", "Cl", "C", "H", "Cl", "Cl", "H", "H", "H", "Cl", "H", "Cl", "Cl", "C", "Cl", "Cl", "Cl", "H", "Cl", "Cl", "H", "H", "H", "H", "C", "H", "H", "C", "H", "Cl", "Cl", "Cl", "Cl", "C", "H", "Cl", "C", "H", "H", "Cl", "Cl", "C", "Cl", "Cl", "H"], "positions_angstrom": [[16.24307, 11.09162, 19.13381], [14.72845, 15.84424, 17.34867], [7.95635, 12.05321, 11.72042], [8.56999, 11.31444, 13.76894], [9.89178, 15.96837, 13.67534], [12.65229, 15.56635, 20.27132], [11.96916, 14.94893, 20.81479], [16.39725, 10.58582, 20.06736], [7.11450, 10.36520, 13.13742], [16.73982, 13.07848, 15.29543], [15.30095, 15.51121, 15.72645], [11.52140, 11.20241, 11.12396], [17.54926, 12.62595, 10.25193], [8.91342, 15.54728, 13.44651], [13.82164, 14.83472, 8.90306], [12.84617, 14.37769, 14.60317], [12.19900, 20.14675, 13.39534], [14.36700, 13.04791, 9.31059], [13.87566, 13.79355, 8.59406], [17.19470, 12.40163, 11.99106], [16.16182, 11.98468, 12.03945], [9.45448, 8.32202, 15.87281], [9.93803, 12.58766, 15.66344], [7.58542, 11.36526, 13.25238], [9.19466, 13.35884, 17.06848], [11.38498, 9.69354, 16.18137], [14.72271, 17.81221, 16.02506], [17.15938, 13.40751, 12.48267], [13.11760, 10.36269, 21.26256], [11.57284, 18.69565, 14.25120], [17.11788, 16.35988, 17.00941], [10.95462, 15.63850, 8.01803], [9.93202, 13.98317, 17.56397], [10.94764, 11.13843, 20.78707], [11.73486, 8.38994, 15.08070], [11.95108, 7.66382, 17.23002], [11.18747, 16.43611, 8.71476], [18.26345, 11.32772, 12.84383], [10.36459, 17.08316, 8.85480], [19.11459, 14.57681, 14.52889], [7.79072, 16.12398, 14.62810], [11.83849, 10.82348, 20.19701], [14.82631, 11.23511, 13.98712], [11.59578, 15.77778, 10.27452], [10.48854, 17.26492, 19.64954], [12.69340, 19.82879, 12.45603], [12.26781, 13.14741, 8.31780], [11.64393, 9.90469, 19.56251], [14.36783, 8.95745, 13.44772], [8.72463, 15.93358, 20.40725], [14.31314, 15.04698, 20.80328], [14.63584, 13.81544, 7.04858], [14.72961, 16.84064, 12.24436], [10.61012, 19.36683, 17.14576], [8.64218, 12.12864, 18.30236], [12.36868, 19.14936, 18.69472], [18.97714, 12.59702, 15.74923], [8.90981, 14.48969, 13.44854], [11.33680, 20.75477, 13.13869], [16.52169, 12.82769, 19.33065], [11.22613, 12.24340, 10.98890], [12.31637, 12.18652, 19.23187], [13.39167, 20.93233, 14.43630], [18.41503, 13.49917, 15.74727], [13.27089, 10.94318, 10.72430], [11.89840, 15.67093, 15.45090], [6.47978, 12.37840, 14.25518], [12.79621, 13.45554, 15.19265], [15.31443, 18.06484, 11.19542], [8.49757, 15.94070, 11.71177], [8.27560, 13.89553, 16.83488], [11.65742, 20.81063, 17.24634], [18.28942, 13.91296, 16.76641], [15.98219, 10.06074, 14.72275], [14.93676, 10.29498, 14.52468], [14.08372, 17.16116, 13.05786], [8.97820, 18.17916, 19.85419], [11.09652, 20.07748, 17.80618], [10.96830, 10.60378, 10.38067], [12.24517, 15.40561, 18.59847], [9.89120, 20.79056, 18.87647], [9.15740, 17.21056, 17.75067], [12.49216, 17.34796, 8.00119], [9.43256, 17.28159, 19.48821], [13.90040, 14.66988, 14.54713], [16.09789, 15.96743, 12.99566], [11.22640, 8.62467, 15.96520], [14.18303, 16.10671, 11.68970], [15.21597, 10.95204, 18.82270], [17.37192, 10.45909, 17.99380], [14.17281, 10.49398, 16.09505], [15.39867, 16.21468, 16.57594], [12.16238, 14.02707, 13.00402], [11.09192, 10.61114, 12.79640], [12.64662, 16.60450, 20.66365]], "atomic_forces_ev_per_a": [[-0.437, 0.498, 0.359], [0.558, 0.257, 0.479], [-0.093, 0.550, -1.113], [-1.091, -0.213, -0.075], [-0.197, -0.108, -0.287], [1.004, 0.703, 1.748], [-0.328, -0.257, 0.360], [0.100, 0.005, 0.457], [0.389, 0.840, 0.069], [-0.249, -0.015, 0.089], [0.456, 0.649, 0.442], [-0.059, -0.840, -0.316], [0.094, -0.102, 0.457], [0.501, 0.604, -1.199], [-0.070, -0.326, 0.521], [-0.163, -0.153, 0.635], [0.174, -0.823, -0.464], [-0.424, 1.511, -0.997], [0.385, -1.102, 1.029], [-1.788, 1.081, 0.060], [0.857, 0.191, -0.065], [0.667, 0.180, -0.250], [-0.105, 0.146, 0.100], [0.370, -0.879, 1.501], [-0.523, -0.551, 1.069], [-0.263, -0.532, 0.038], [0.402, -0.771, 0.248], [0.389, -0.993, -0.523], [0.821, -0.310, 0.945], [0.052, 0.251, -0.458], [-0.791, -0.083, 0.137], [-0.084, -0.145, 0.201], [-0.042, -0.012, -0.120], [0.692, -0.482, -0.522], [0.245, -0.491, -1.458], [0.243, -0.197, 0.500], [0.134, -0.537, -0.553], [0.460, -0.290, -0.071], [-0.846, 0.626, 0.074], [-0.023, 0.021, 0.497], [-0.559, 0.328, 0.311], [-1.539, -1.246, -0.373], [-0.028, -0.231, -0.053], [0.289, -0.144, 0.597], [0.468, 0.087, 0.074], [-0.207, 0.059, 0.744], [-1.065, -0.152, 0.208], [-0.078, 1.409, 0.564], [-0.077, 0.541, 0.827], [0.057, -0.058, -0.287], [-0.597, -0.024, -0.671], [1.228, 0.005, -0.982], [-0.056, -1.113, 0.852], [-0.023, 0.135, 0.077], [0.390, 0.425, -0.575], [-0.429, 0.240, -0.096], [0.398, -0.637, 0.012], [0.131, -0.985, 0.239], [0.219, 0.323, 0.370], [-0.112, 0.167, 0.170], [0.385, -0.088, 0.389], [0.119, 0.493, -0.718], [-0.246, 0.253, -0.265], [-0.866, 0.468, 0.380], [-0.875, 0.278, 0.511], [0.568, -0.821, -0.417], [0.427, -0.276, -0.398], [-0.283, 0.321, -0.062], [-0.040, 0.903, -0.427], [-0.064, 0.139, 0.937], [0.390, -0.017, -0.444], [-0.239, 0.387, 0.028], [0.586, 0.146, -0.856], [-0.157, 0.237, -0.113], [0.728, -0.349, -0.581], [0.200, 0.609, -0.034], [-0.094, 0.408, 0.133], [0.587, -0.708, 0.056], [0.234, 0.138, 0.658], [0.396, 0.266, -0.497], [0.203, 0.044, -0.128], [-0.169, -0.293, -0.153], [0.589, 0.385, -0.203], [-0.334, -0.265, 0.181], [-0.452, 0.235, -0.384], [-0.044, -0.093, 0.193], [-0.921, 1.158, 1.159], [-0.211, -0.314, -0.503], [-0.012, -0.026, -0.282], [0.527, -0.666, -0.836], [-0.482, -0.181, -0.009], [-0.561, 0.109, -1.178], [0.363, 0.211, 0.221], [0.380, 0.431, -1.086], [-0.463, -0.554, -0.822]], "e_tot_ha": -18234.00793, "homo_ev": -10.785, "charge": 0, "orbital_gap_ev": 10.98}

***

{"formula": "C19H25FeN3OS2", "method": "wB97M-V/def2-TZVPD", "symbols": ["C", "H", "H", "C", "H", "H", "H", "H", "C", "H", "H", "C", "C", "C", "C", "H", "S", "H", "H", "H", "O", "H", "C", "N", "H", "C", "C", "H", "H", "C", "H", "C", "H", "Fe", "C", "C", "C", "H", "H", "H", "C", "H", "H", "N", "H", "C", "S", "C", "H", "C", "N"], "positions_angstrom": [[0.62758, 3.40147, 14.85803], [-8.30062, 2.24970, 14.34237], [-3.94725, 6.62536, 14.94354], [-2.30605, 7.16069, 16.70112], [-3.15738, 7.83997, 16.52864], [-1.28291, 7.33931, 20.60446], [-1.50023, 7.46597, 16.00380], [-2.36672, 6.04805, 21.17060], [-3.71232, 7.43642, 19.60657], [-5.31256, 0.08538, 13.33526], [-6.53302, 9.23840, 21.59986], [0.25983, 4.64062, 14.29079], [-1.53920, 4.98095, 15.89034], [-4.97285, 6.75160, 19.84143], [-5.75970, 8.73930, 21.03758], [-0.77813, 6.78740, 18.18064], [-5.34295, 5.13148, 19.18910], [-6.05327, 0.86301, 11.84776], [-8.00012, 0.58261, 14.16598], [-4.57014, 1.53168, 12.55372], [-6.53349, 3.47437, 15.35430], [-0.98982, 6.42934, 14.36386], [-1.26394, 3.69033, 16.38886], [-2.67355, 5.74383, 16.34774], [-0.99815, 5.57674, 20.08026], [-1.74346, 6.37586, 20.34866], [-3.57785, 8.77948, 19.95913], [0.79031, 4.93259, 13.38835], [-4.73041, 2.70299, 14.74301], [-3.84674, 5.67891, 15.49342], [-6.86894, 6.94659, 20.79993], [-5.87201, 2.71970, 14.67345], [-4.73488, 5.60359, 16.12553], [-3.48391, 4.93942, 18.03049], [-0.77393, 5.42593, 14.79508], [-0.17250, 2.91576, 15.89683], [-5.97260, 7.45310, 20.54994], [-0.00434, 1.94598, 16.30235], [1.45075, 2.85206, 14.47569], [-2.59590, 9.21887, 19.85753], [-4.53962, 9.38020, 20.78730], [-8.12732, 1.56381, 12.63442], [-1.60088, 8.34187, 18.37938], [-2.58453, 6.61374, 19.13224], [-4.40142, 10.36182, 21.26363], [-5.55443, 1.05730, 12.83007], [-2.21958, 3.04644, 17.71957], [-7.75529, 1.53992, 13.71112], [-3.94119, 4.85843, 14.78037], [-1.72827, 7.28133, 18.11213], [-6.36709, 1.87874, 13.71251]], "atomic_forces_ev_per_a": [[-2.129, 1.078, 0.791], [0.119, 0.169, -0.472], [-0.016, -0.274, -0.183], [0.664, -0.039, -0.580], [0.139, -0.495, 0.292], [0.250, -0.370, 0.193], [-0.484, 0.183, 0.331], [-0.117, -0.144, 0.039], [-1.913, -0.740, -0.137], [-0.247, 0.566, -0.651], [-0.013, 0.012, 0.178], [0.454, -0.263, -0.253], [1.166, -0.923, -1.465], [0.693, 0.994, -0.334], [0.938, -0.322, -0.496], [0.596, -0.214, -0.202], [-0.739, 0.555, 0.838], [0.086, 0.198, 1.008], [0.403, -0.487, -0.195], [-0.986, -0.223, 0.567], [0.058, -0.364, 0.085], [0.209, -0.976, 0.095], [0.284, 0.024, 0.473], [1.124, 0.726, 0.255], [-0.538, 0.874, 0.473], [0.498, -0.643, -1.078], [0.142, -0.887, 1.453], [-0.018, 0.341, 0.232], [-1.059, -0.088, -0.202], [-1.375, 0.895, -0.670], [-0.806, -0.418, -0.070], [1.116, 0.133, -0.640], [-0.279, 0.089, -0.101], [0.418, -0.956, 1.091], [-0.085, 0.271, 0.162], [-0.248, 1.511, -0.811], [1.313, 0.196, -0.190], [0.091, -0.494, 0.423], [0.522, -0.436, -0.297], [-0.050, 0.378, -0.114], [-0.676, 0.436, -0.251], [0.173, -0.037, 1.448], [0.191, -0.263, -0.297], [-0.119, 0.931, 0.245], [0.233, -0.401, -0.595], [1.444, -0.447, -0.050], [-0.005, -0.239, -0.017], [-1.470, 0.707, -0.914], [0.732, -0.072, 0.295], [-1.130, 0.076, 0.254], [0.446, -0.128, 0.044]], "spin_multiplicity": 5, "e_tot_ha": -3038.58657, "homo_ev": [-7.277, -7.551], "charge": 0, "orbital_gap_ev": [7.89, 8.14], "s_squared": 6.014}

***

{"formula": "C4H8Si", "method": "wB97M-V/def2-TZVPD", "symbols": ["H", "H", "C", "H", "H", "H", "Si", "H", "C", "H", "H", "C", "C"], "positions_angstrom": [[0.03477, -1.39169, -2.87771], [-0.65631, 2.43639, 2.44511], [-0.13012, -0.91172, -1.89923], [0.08622, 0.82185, 0.84447], [0.62669, 3.19202, 0.75987], [0.34815, -0.00965, -1.84431], [0.40931, 2.08581, 1.63222], [1.67792, 1.84621, 2.46470], [-0.73162, -1.19828, 0.11618], [-0.86271, -1.34289, 1.14058], [0.39618, -2.73158, -1.01360], [-1.36232, -1.03150, -1.00633], [0.16384, -1.76496, -0.76195]], "atomic_forces_ev_per_a": [[-0.816, 0.339, 0.227], [-1.571, 0.342, 1.313], [0.598, -2.033, -1.222], [0.256, 0.845, 0.442], [0.267, 0.723, -0.767], [0.698, 2.474, 0.104], [1.975, -1.803, -0.444], [-0.811, 0.123, -0.486], [1.216, -0.861, 3.012], [-0.648, 0.074, 1.283], [0.443, -2.664, 0.332], [-2.510, 0.770, -2.895], [0.903, 1.669, -0.898]], "e_tot_ha": -446.47087, "homo_ev": -8.403, "charge": 0, "orbital_gap_ev": 9.44}